149
Properties=species:S:1:pos:R:3:forces:R:3:mulliken_charge:R:1 method="wB97M-V/def2-TZVPD" total_energy_ha=-5924.2145 fmax_ha_per_bohr=0.014
C 5.714 2.948 3.273 -0.1676 0.2023 -0.0857 -1.34
C 6.352 3.091 1.904 -0.0963 0.2129 0.2543 0.42
Cl 6.189 1.520 1.048 0.0563 -0.1179 -0.0242 -0.20
C 5.804 4.231 1.020 -0.1126 -0.3390 -0.2157 -1.69
C 4.342 4.536 1.182 -0.3990 0.3004 0.2968 0.36
C 3.844 5.350 2.168 -0.0115 -0.3971 -0.4297 -0.48
C 2.443 5.593 2.340 0.0026 -0.0732 -0.4514 -0.06
O 2.096 6.490 3.341 -0.3208 -0.2567 -0.1181 -0.61
C 1.481 5.056 1.514 0.2944 0.4693 0.4831 0.07
C -0.003 5.292 1.651 0.0454 -0.3536 -0.0366 -0.73
C -0.534 4.933 3.039 0.0315 0.1032 -0.1263 -1.25
C -2.048 4.925 3.087 0.0795 0.3907 0.2127 0.71
F -2.488 6.220 3.193 0.0742 -0.3380 -0.0311 -0.36
F -2.624 4.421 1.966 0.0639 0.0926 0.0719 -0.13
C -2.628 4.165 4.316 -0.2497 0.0274 -0.1994 0.92
F -1.779 4.312 5.358 -0.1294 0.0106 0.0455 -0.31
F -3.814 4.709 4.664 0.1225 -0.0399 -0.0693 -0.34
C -2.939 2.645 4.134 0.0365 -0.1092 0.0294 0.00
F -3.855 2.494 3.159 -0.0924 -0.0400 0.2001 -0.21
F -3.472 2.224 5.298 0.1021 0.0815 -0.0515 -0.33
C -1.726 1.754 3.768 0.0502 0.0753 -0.4105 0.66
F -0.729 1.959 4.647 -0.0826 -0.0043 0.0844 -0.31
F -1.311 2.147 2.537 0.0603 -0.1082 0.1843 -0.18
C -2.009 0.232 3.663 0.0078 -0.0077 0.0955 0.62
F -2.717 -0.002 2.547 -0.0597 0.0094 0.1136 -0.23
F -2.727 -0.175 4.727 0.0814 -0.0214 -0.0869 -0.30
C -0.733 -0.673 3.639 -0.2071 -0.3499 -0.2006 0.38
F -1.203 -1.932 3.434 0.0600 0.1621 0.1369 -0.19
F -0.137 -0.621 4.837 -0.0575 -0.0185 -0.0628 -0.27
C 0.306 -0.410 2.522 0.2415 0.2003 0.1199 0.98
F 1.008 0.696 2.844 -0.0366 -0.1477 -0.0289 -0.30
F -0.323 -0.207 1.358 0.0228 0.0264 -0.0482 -0.26
C 1.309 -1.595 2.330 0.1097 0.0779 -0.1494 0.30
F 1.597 -2.176 3.494 0.0638 0.0690 -0.0043 -0.26
F 0.781 -2.509 1.519 0.0320 0.0204 0.0287 -0.18
F 2.432 -1.129 1.787 -0.2239 -0.1202 0.0694 -0.23
C 1.971 4.242 0.454 0.3202 -0.2127 -0.0041 0.56
N 1.226 3.614 -0.465 -0.0179 -0.0632 -0.0022 -0.61
S 2.235 2.802 -1.415 -0.1119 0.1552 0.0140 0.21
N 3.636 3.193 -0.759 0.0023 -0.1022 0.0447 -0.58
C 3.372 3.984 0.288 0.0123 0.0614 0.1408 0.74
H 5.722 3.907 3.794 0.0955 0.0166 0.0469 0.30
H 6.243 2.214 3.874 0.0452 -0.0611 -0.0004 0.44
H 4.673 2.642 3.173 -0.0223 -0.0477 0.0201 0.22
H 7.418 3.260 2.037 0.0755 -0.1469 -0.1713 0.35
H 5.958 3.919 -0.012 0.1404 0.1574 -0.0640 0.46
H 6.408 5.123 1.186 -0.0578 0.1031 0.1687 0.49
H 4.523 5.844 2.852 -0.0302 0.0439 0.0491 0.58
H 2.231 6.059 4.191 0.1260 0.1226 0.1123 0.31
H -0.490 4.622 0.944 0.0283 0.1382 -0.1399 0.36
H -0.264 6.311 1.368 -0.0176 0.0996 0.0942 0.33
H -0.122 3.968 3.326 -0.0995 -0.0210 0.0496 0.59
H -0.233 5.650 3.796 0.1246 0.0964 0.0384 0.61
O 2.632 0.480 -3.528 -0.1342 0.1367 0.0649 -0.64
C 1.961 -0.513 -3.498 0.2921 -0.2045 -0.0519 0.42
O 0.885 -0.641 -2.683 -0.0560 -0.0020 -0.0135 -0.29
C 0.356 -1.983 -2.779 -0.0410 -0.1012 -0.0226 -0.43
C 0.838 -2.514 -4.121 0.0854 0.0026 -0.0680 -0.32
C 2.170 -1.791 -4.281 -0.3418 0.0437 0.0427 0.02
H 0.750 -2.561 -1.940 0.0219 -0.0057 -0.0034 0.15
H -0.727 -1.940 -2.698 -0.0139 0.1089 0.0338 0.36
H 0.910 -3.598 -4.153 -0.0226 -0.0031 0.0441 0.44
H 0.153 -2.201 -4.911 -0.0364 -0.0167 0.0166 0.08
H 2.991 -2.342 -3.820 0.0712 0.0154 -0.0533 0.31
H 2.422 -1.571 -5.312 0.1547 0.0079 0.0058 -0.15
O -0.749 -7.707 2.143 0.0219 -0.0565 0.0137 -0.57
C -1.371 -6.902 2.764 0.0409 0.0820 -0.1206 0.39
O -2.236 -7.258 3.750 -0.0697 -0.0187 0.0896 -0.38
C -2.909 -6.100 4.265 -0.0663 0.1406 0.0198 -0.32
C -2.006 -4.921 3.924 0.0780 -0.0291 -0.0852 -0.16
C -1.363 -5.390 2.620 -0.0419 0.0281 0.3151 -0.27
H -3.886 -6.019 3.781 -0.0005 0.0043 -0.0148 0.18
H -3.053 -6.226 5.336 0.0240 -0.1301 -0.0095 0.18
H -2.546 -3.982 3.847 -0.0709 -0.0253 -0.0262 0.21
H -1.240 -4.810 4.693 -0.0086 0.0159 0.0096 0.25
H -1.962 -5.130 1.746 0.0259 0.0072 -0.0422 0.27
H -0.348 -5.032 2.478 0.0033 -0.0266 -0.1378 0.20
O -7.540 -6.047 3.420 -0.0310 0.1426 -0.0217 -0.58
C -7.166 -6.353 4.510 0.0728 -0.1914 -0.1184 0.51
O -6.857 -5.436 5.463 0.0117 0.0066 0.0793 -0.37
C -6.338 -6.092 6.632 0.0349 -0.1141 0.1052 -0.22
C -6.860 -7.522 6.560 -0.0032 -0.0433 -0.0868 -0.50
C -6.931 -7.750 5.053 -0.0967 0.0980 0.3263 -0.35
H -5.247 -6.051 6.591 0.0075 -0.0137 0.0015 0.07
H -6.675 -5.562 7.519 -0.0356 0.1390 -0.0917 0.33
H -6.230 -8.231 7.092 0.0441 0.0294 -0.0183 0.33
H -7.861 -7.570 6.991 0.0011 0.0013 0.0114 0.27
H -5.987 -8.118 4.645 -0.0133 -0.0344 -0.0476 0.23
H -7.736 -8.412 4.748 0.0579 -0.0276 -0.1423 0.30
O -5.426 3.444 -3.731 -0.0212 -0.0247 -0.0098 -0.58
C -4.957 3.190 -2.661 -0.0338 -0.1110 -0.1661 0.43
O -4.558 4.151 -1.801 0.0432 0.0783 0.0985 -0.39
C -3.955 3.566 -0.634 0.0328 -0.0629 0.0253 -0.10
C -4.506 2.146 -0.568 -0.0278 -0.0556 -0.0915 -0.15
C -4.704 1.823 -2.048 -0.0644 0.1007 0.2980 -0.44
H -2.870 3.584 -0.762 0.0073 -0.0145 0.0075 0.10
H -4.220 4.172 0.224 -0.0406 0.0960 -0.0158 0.24
H -3.847 1.460 -0.040 0.0503 0.0259 -0.0287 0.03
H -5.471 2.148 -0.059 0.0071 0.0034 0.0208 0.31
H -3.804 1.410 -2.505 0.0189 -0.0341 -0.0390 0.19
H -5.542 1.160 -2.244 0.0338 -0.0224 -0.1279 0.33
O 3.489 -3.587 -6.625 0.0013 -0.0139 0.0389 -0.58
C 3.579 -2.901 -7.601 0.0581 -0.1245 -0.0302 0.64
O 2.691 -1.913 -7.866 -0.0511 0.0602 -0.0391 -0.38
C 2.988 -1.303 -9.140 0.0386 0.0161 -0.0738 -0.51
C 4.458 -1.611 -9.398 -0.0791 -0.0375 0.1014 -0.31
C 4.618 -2.960 -8.702 0.0180 0.3114 -0.0337 -0.44
H 2.330 -1.749 -9.890 0.0064 -0.0172 0.0004 0.25
H 2.771 -0.240 -9.068 -0.0385 -0.0109 0.0812 0.33
H 4.721 -1.617 -10.451 -0.0170 -0.0185 -0.0442 0.40
H 5.083 -0.868 -8.905 0.0275 0.0192 -0.0240 0.14
H 4.374 -3.798 -9.357 0.0273 -0.0420 0.0133 0.27
H 5.606 -3.113 -8.276 -0.0099 -0.1338 0.0052 0.20
O -1.265 9.128 8.813 0.0209 0.0561 0.0266 -0.57
C -2.068 8.291 8.531 0.0736 -0.0598 -0.0557 0.35
O -3.229 8.137 9.213 -0.0500 -0.0076 0.0241 -0.35
C -3.954 6.998 8.721 -0.0131 -0.0613 -0.0333 -0.54
C -3.437 6.774 7.305 0.0832 0.0496 -0.0225 -0.10
C -1.992 7.253 7.424 -0.3012 0.0066 -0.0504 -0.21
H -3.746 6.150 9.377 0.0106 -0.0126 -0.0126 0.27
H -5.017 7.222 8.764 0.0146 0.0714 0.0486 0.32
H -3.540 5.746 6.971 -0.0005 -0.0272 0.0662 0.04
H -3.980 7.412 6.608 -0.0134 -0.0136 -0.0088 0.24
H -1.319 6.459 7.751 0.0445 0.0029 -0.0184 0.24
H -1.602 7.702 6.514 0.1266 -0.0062 0.0380 0.29
O -1.094 -5.431 -4.864 0.0742 0.1320 0.1274 -0.58
C -2.040 -4.812 -5.250 0.0112 -0.3310 -0.1181 0.49
O -2.482 -3.687 -4.637 -0.0665 0.1193 -0.0248 -0.32
C -3.690 -3.219 -5.272 -0.0376 -0.0266 0.0364 -0.41
C -3.667 -3.817 -6.672 0.0463 -0.0698 -0.0325 -0.51
C -2.929 -5.134 -6.436 -0.0673 0.3802 -0.0686 -0.39
H -4.540 -3.572 -4.684 -0.0041 -0.0208 -0.0116 0.26
H -3.683 -2.133 -5.261 0.0690 0.0587 0.0430 0.32
H -4.661 -3.929 -7.100 -0.0190 -0.0136 0.0494 0.33
H -3.082 -3.180 -7.336 -0.0104 0.0112 -0.0002 0.26
H -3.604 -5.940 -6.144 0.0217 -0.0464 -0.0151 0.26
H -2.327 -5.455 -7.280 0.0154 -0.1423 0.0520 0.30
O 7.307 -1.656 -10.698 -0.0001 -0.0413 -0.0384 -0.56
C 8.101 -1.640 -9.805 0.0449 -0.0120 -0.0847 0.56
O 7.910 -0.894 -8.691 -0.0207 0.0211 0.0785 -0.35
C 9.052 -0.989 -7.819 0.0751 -0.0211 0.0456 -0.45
C 9.740 -2.293 -8.207 -0.0280 -0.0322 -0.1012 -0.48
C 9.417 -2.384 -9.699 -0.0325 -0.0315 0.3171 -0.46
H 9.686 -0.117 -7.992 0.0139 -0.0058 -0.0125 0.27
H 8.700 -0.971 -6.791 -0.0751 0.0247 -0.0225 0.31
H 10.802 -2.297 -7.976 0.0062 0.0497 -0.0202 0.33
H 9.275 -3.126 -7.678 0.0081 0.0020 0.0170 0.27
H 10.151 -1.862 -10.315 0.0095 -0.0213 -0.0442 0.28
H 9.305 -3.402 -10.062 0.0118 0.0356 -0.1365 0.29

12
Properties=species:S:1:pos:R:3:forces:R:3:nbo_charge:R:1 method="wB97M-V/def2-TZVPD" total_energy_ha=-1076.3398 fmax_ha_per_bohr=0.047 smiles="C=CC(C)(Cl)Cl"
C 1.195 0.625 1.029 2.1732 0.1653 1.0442 -0.66
C 0.541 0.317 -0.296 -1.3605 -1.8385 -0.5728 -0.04
C -0.657 -0.708 -0.101 -0.1859 -0.3431 0.6883 -0.22
C -1.774 -0.775 -0.857 0.8367 0.1866 1.9980 -0.36
H 0.532 1.171 1.715 -0.0869 -0.3094 -0.3649 0.24
H 1.553 -0.337 1.562 -0.7010 1.4121 -1.0330 0.24
H 2.132 1.295 0.921 -1.5072 -1.1039 -0.1389 0.24
H -0.599 -1.469 0.771 0.0376 2.0460 -0.9420 0.22
H -2.715 -1.002 -0.344 0.4284 -1.0983 -0.6040 0.21
H -1.805 -0.452 -1.859 -0.2176 1.0885 -0.8283 0.20
Cl -0.119 1.807 -1.110 0.5277 -0.5027 0.4952 -0.03
Cl 1.715 -0.472 -1.431 0.0554 0.2973 0.2583 -0.04

20
Properties=species:S:1:pos:R:3:forces:R:3:nbo_charge:R:1 method="wB97M-V/def2-TZVPD" total_energy_ha=-1382.7465 fmax_ha_per_bohr=0.048 charge=+1
O -0.664 -1.614 -1.528 0.1839 0.0869 1.1579 -1.05
C -1.385 -0.516 -1.986 0.1534 0.1682 -0.4328 -0.08
C -1.979 0.317 -0.854 -0.8148 -0.0518 -0.5842 -0.10
O -0.941 0.470 0.122 0.7262 -0.3213 0.3324 -0.67
C -1.161 1.425 1.145 -0.2010 0.2831 0.3039 -0.25
Mg 0.116 -1.274 0.184 -0.3783 -0.1695 -1.3272 1.74
H -2.218 -0.803 -2.655 0.2524 0.0343 0.1769 0.18
H -0.709 0.148 -2.564 -0.2911 -0.0603 0.0119 0.15
H -2.837 -0.184 -0.377 0.2522 0.0328 -0.0604 0.18
H -2.313 1.305 -1.203 0.2091 -0.1979 0.0699 0.20
H -0.883 0.946 2.091 -0.2778 0.3498 0.0146 0.19
H -0.511 2.296 0.981 -0.2547 -0.1337 0.0359 0.18
H -2.215 1.743 1.130 0.4003 -0.1291 0.2717 0.21
C 2.028 -1.577 1.224 0.5085 0.0648 -0.5754 -0.97
C 2.827 -0.692 0.471 -0.4828 -1.2615 0.9050 0.36
O 2.956 0.522 0.807 -0.2641 2.2883 -0.8316 -0.84
Sc 2.509 2.451 0.124 0.6027 -1.3173 0.4788 0.88
H 1.773 -1.262 2.244 0.1305 -0.0853 -0.3246 0.25
H 2.211 -2.643 1.046 -0.1094 0.2948 0.1313 0.26
H 3.398 -1.057 -0.404 -0.3452 0.1248 0.2462 0.19

What did the third record say?
20
Properties=species:S:1:pos:R:3:forces:R:3:nbo_charge:R:1 method="wB97M-V/def2-TZVPD" total_energy_ha=-1382.7465 fmax_ha_per_bohr=0.048 charge=+1
O -0.664 -1.614 -1.528 0.1839 0.0869 1.1579 -1.05
C -1.385 -0.516 -1.986 0.1534 0.1682 -0.4328 -0.08
C -1.979 0.317 -0.854 -0.8148 -0.0518 -0.5842 -0.10
O -0.941 0.470 0.122 0.7262 -0.3213 0.3324 -0.67
C -1.161 1.425 1.145 -0.2010 0.2831 0.3039 -0.25
Mg 0.116 -1.274 0.184 -0.3783 -0.1695 -1.3272 1.74
H -2.218 -0.803 -2.655 0.2524 0.0343 0.1769 0.18
H -0.709 0.148 -2.564 -0.2911 -0.0603 0.0119 0.15
H -2.837 -0.184 -0.377 0.2522 0.0328 -0.0604 0.18
H -2.313 1.305 -1.203 0.2091 -0.1979 0.0699 0.20
H -0.883 0.946 2.091 -0.2778 0.3498 0.0146 0.19
H -0.511 2.296 0.981 -0.2547 -0.1337 0.0359 0.18
H -2.215 1.743 1.130 0.4003 -0.1291 0.2717 0.21
C 2.028 -1.577 1.224 0.5085 0.0648 -0.5754 -0.97
C 2.827 -0.692 0.471 -0.4828 -1.2615 0.9050 0.36
O 2.956 0.522 0.807 -0.2641 2.2883 -0.8316 -0.84
Sc 2.509 2.451 0.124 0.6027 -1.3173 0.4788 0.88
H 1.773 -1.262 2.244 0.1305 -0.0853 -0.3246 0.25
H 2.211 -2.643 1.046 -0.1094 0.2948 0.1313 0.26
H 3.398 -1.057 -0.404 -0.3452 0.1248 0.2462 0.19